1 | {
  "formula": "C4H8N4O",
  "method": "wB97M-V/def2-TZVPD",
  "homo_energy_ev": -7.8,
  "smiles": "CN/N=C1\\COC=NN1",
  "gap_ev": 8.754,
  "symbols": ["N", "H", "N", "H", "H", "N", "C", "H", "C", "C", "H", "H", "H", "H", "N", "C", "O"],
  "positions_angstrom": [[-0.84, 0.63, -0.25], [0.57, -1.91, 0.14], [2.66, 1.12, 0.00], [-3.21, 0.06, 1.19], [4.18, -0.24, -0.25], [-1.83, -0.38, -0.29], [0.40, 0.29, -0.01], [-1.83, -0.71, -1.25], [-3.16, 0.12, 0.09], [3.12, -0.06, -0.16], [-3.93, -0.50, -0.38], [-3.28, 1.15, -0.17], [1.32, -0.95, 1.44], [1.09, 2.22, -0.16], [1.33, 1.29, 0.02], [1.09, -1.00, 0.38], [2.33, -1.14, -0.33]],
  "nbo_charge": [-0.36, 0.23, -0.29, 0.19, 0.19, -0.49, 0.37, 0.35, -0.41, 0.31, 0.20, 0.19, 0.20, 0.40, -0.42, -0.14, -0.49]
}


2 | {
  "formula": "C4H8N4O",
  "method": "wB97M-V/def2-TZVPD",
  "homo_energy_ev": -8.7,
  "smiles": "CCc1nnc(O)n1N",
  "gap_ev": 9.063,
  "symbols": ["N", "H", "H", "N", "C", "H", "N", "H", "H", "C", "C", "N", "O", "H", "C", "H", "H"],
  "positions_angstrom": [[-1.28, 1.58, -1.36], [1.04, -1.73, -0.94], [0.66, 3.51, 0.12], [0.18, 1.12, 0.24], [-0.90, -2.36, 0.06], [0.94, -1.47, 0.84], [1.33, 1.32, 1.03], [-0.65, -3.43, 0.08], [-1.62, -1.96, 0.83], [-0.13, -0.08, -0.30], [-0.39, 2.12, -0.53], [-1.07, 0.23, -1.21], [-0.18, 3.42, -0.33], [2.13, 0.74, 0.63], [0.32, -1.49, -0.11], [-1.44, -2.36, -0.95], [1.06, 0.84, 1.89]],
  "nbo_charge": [-0.30, 0.24, 0.49, -0.25, -0.62, 0.19, -0.64, 0.22, 0.23, 0.28, 0.58, -0.30, -0.64, 0.36, -0.44, 0.24, 0.36]
}


2 is favored, and the nearest alternative lies 0.673 eV above it.


1 | {
  "formula": "C11H14N2O2",
  "method": "wB97M-V/def2-TZVPD",
  "homo_energy_ev": -7.7,
  "smiles": "C=C(C)/C=C\\C=C(/OC)n1[nH]ccc1=O",
  "gap_ev": 7.907,
  "symbols": ["C", "H", "H", "C", "C", "H", "C", "H", "C", "H", "H", "H", "N", "H", "C", "H", "C", "H", "C", "C", "H", "C", "C", "H", "H", "O", "H", "O", "N"],
  "positions_angstrom": [[-2.00, -0.41, -0.81], [-2.86, 0.35, 0.84], [-2.68, -2.14, 0.10], [-2.99, 0.52, -0.16], [-0.55, -2.30, 0.00], [-2.70, 1.46, -0.35], [0.80, -1.79, -0.10], [6.00, 0.09, -0.42], [-1.37, 0.01, -1.96], [2.31, 1.80, -0.90], [-1.58, 0.98, -2.29], [-0.35, 1.56, 1.86], [2.91, 1.21, -0.33], [-0.57, -3.37, 0.12], [4.96, 0.23, -0.31], [0.19, -0.07, 2.41], [-1.75, -1.75, -0.27], [-0.60, -0.44, -2.46], [3.96, -0.78, 0.03], [0.35, 0.79, 1.71], [-4.04, 0.14, -0.45], [4.22, 1.36, -0.59], [1.36, -0.53, 0.02], [4.73, 2.36, -0.70], [1.71, -2.54, -0.07], [0.47, 0.56, 0.32], [1.38, 1.33, 2.20], [4.12, -1.91, 0.46], [2.71, -0.17, -0.07]],
  "nbo_charge": [0.01, 0.21, 0.21, -0.63, -0.22, 0.22, -0.31, 0.24, -0.38, 0.42, 0.18, 0.19, -0.39, 0.22, -0.40, 0.20, -0.20, 0.19, 0.60, -0.25, 0.22, 0.03, 0.47, 0.23, 0.25, -0.54, 0.15, -0.62, -0.29]
}


2 | {
  "formula": "C11H14N2O2",
  "method": "wB97M-V/def2-TZVPD",
  "homo_energy_ev": -8.4,
  "gap_ev": 9.037,
  "symbols": ["C", "H", "C", "C", "C", "C", "H", "H", "C", "N", "C", "O", "C", "H", "H", "H", "H", "C", "C", "H", "N", "H", "H", "O", "C", "H", "H", "H", "H"],
  "positions_angstrom": [[2.68, -1.13, 0.15], [-1.06, -2.18, 1.31], [3.81, -0.33, 0.08], [-3.06, 0.62, -0.95], [3.70, 1.05, -0.05], [2.45, 1.65, -0.10], [4.79, -0.78, 0.13], [-2.03, 0.52, 2.24], [-0.08, 1.37, -0.03], [-0.91, 0.31, -0.07], [0.13, -1.25, 0.15], [-0.41, 2.54, -0.03], [-0.25, -2.08, -1.05], [2.77, -2.20, 0.25], [0.03, -1.56, -1.97], [-2.55, 1.97, 1.35], [-3.04, 1.71, -1.09], [1.43, -0.53, 0.10], [-2.65, 0.88, 1.42], [4.59, 1.65, -0.11], [-2.25, 0.21, 0.19], [2.34, 2.72, -0.19], [0.27, -3.04, -1.02], [-0.19, -1.77, 1.36], [1.32, 0.85, -0.03], [-4.09, 0.30, -0.77], [-2.68, 0.14, -1.84], [-3.70, 0.63, 1.62], [-1.32, -2.26, -1.06]],
  "nbo_charge": [-0.22, 0.49, -0.20, -0.41, -0.21, -0.16, 0.22, 0.21, 0.62, -0.34, 0.49, -0.64, -0.67, 0.22, 0.24, 0.20, 0.19, 0.00, -0.43, 0.22, -0.29, 0.24, 0.22, -0.67, -0.13, 0.19, 0.20, 0.20, 0.23]
}


2 is favored, and the nearest alternative lies 4.059 eV above it.


1 | {
  "formula": "C4H16O3",
  "method": "wB97M-V/def2-TZVPD",
  "homo_energy_ev": -10.5,
  "smiles": "CCCC.O.O.O",
  "gap_ev": 11.177,
  "symbols": ["C", "H", "O", "H", "C", "H", "H", "C", "H", "H", "H", "C", "H", "H", "H", "O", "H", "H", "H", "H", "H", "O", "H"],
  "positions_angstrom": [[1.69, -0.78, -0.26], [-0.07, -0.34, 1.72], [-5.69, 1.21, -2.15], [0.56, 1.29, -0.26], [-0.50, -0.27, 0.62], [3.24, 0.85, -1.05], [3.66, -0.86, -1.43], [2.79, -0.22, -1.38], [5.78, -3.07, 1.49], [-1.48, 0.11, 0.72], [6.11, -2.26, 0.28], [0.46, 0.23, -0.31], [2.35, -0.01, -2.31], [-6.35, 1.85, -1.88], [-3.09, 2.91, 3.05], [-3.78, 2.62, 2.51], [1.64, -2.00, -0.16], [-3.48, 2.90, 1.68], [0.10, 0.01, -1.39], [-0.71, -1.35, 0.60], [-5.76, 0.44, -1.48], [5.54, -3.02, 0.61], [2.40, -0.65, 0.62]],
  "nbo_charge": [-0.42, 0.19, -0.94, 0.22, -0.61, 0.19, 0.21, -0.60, 0.46, 0.21, 0.47, -0.42, 0.19, 0.47, 0.46, -0.92, 0.24, 0.46, 0.19, 0.21, 0.47, -0.93, 0.20]
}


2 | {
  "formula": "C4H16O3",
  "method": "wB97M-V/def2-TZVPD",
  "homo_energy_ev": -11.1,
  "smiles": "CC(C)C.O.O.O",
  "gap_ev": 11.381,
  "symbols": ["H", "C", "H", "C", "H", "H", "H", "H", "H", "H", "H", "C", "O", "H", "H", "H", "H", "H", "O", "C", "H", "O", "H"],
  "positions_angstrom": [[2.38, 0.03, -1.13], [0.21, 1.21, -1.29], [-3.88, -2.22, -1.39], [0.40, 0.05, -0.27], [-2.36, -4.40, 2.19], [1.96, -1.37, 0.05], [-3.19, -3.62, -1.67], [-0.47, 2.05, -1.05], [0.05, 1.49, 1.38], [-0.11, 0.95, -2.23], [3.27, 6.10, 0.68], [1.63, -0.75, -0.71], [-2.21, -3.55, 1.71], [1.16, 1.78, -1.68], [-0.44, -0.67, -0.17], [-1.47, -3.70, 1.11], [1.56, -1.35, -1.67], [0.70, -0.11, 1.81], [-3.98, -2.97, -1.97], [0.65, 0.67, 1.09], [2.70, 5.32, 1.75], [3.57, 5.47, 1.27], [1.74, 1.06, 0.96]],
  "nbo_charge": [0.21, -0.62, 0.47, -0.23, 0.48, 0.20, 0.47, 0.21, 0.21, 0.21, 0.46, -0.61, -0.94, 0.20, 0.20, 0.47, 0.21, 0.20, -0.94, -0.59, 0.46, -0.92, 0.20]
}


2 is favored, and the nearest alternative lies 0.986 eV above it.


1 | {
  "formula": "C25H47As3BrKN3O12",
  "method": "wB97M-V/def2-TZVPD",
  "homo_energy_ev": -5.7,
  "gap_ev": 7.038,
  "total_charge": -1,
  "symbols": ["O", "H", "O", "H", "H", "H", "C", "C", "O", "H", "C", "C", "O", "O", "C", "C", "O", "H", "H", "C", "C", "O", "H", "C", "C", "As", "O", "C", "C", "C", "C", "H", "H", "H", "H", "C", "C", "H", "H", "C", "Br", "H", "As", "N", "N", "H", "C", "O", "H", "C", "H", "As", "H", "H", "H", "C", "C", "H", "C", "H", "K", "H", "H", "O", "H", "H", "H", "H", "H", "H", "C", "H", "H", "H", "H", "H", "H", "H", "O", "N", "H", "O", "C", "H", "H", "H", "H", "H", "C", "H", "H", "H"],
  "positions_angstrom": [[-2.19, -3.46, -0.67], [6.52, 1.04, 0.41], [-5.81, 1.94, -1.59], [2.08, -4.15, 0.30], [-5.12, -0.34, -3.64], [6.64, 0.83, 2.92], [-2.86, 1.28, -3.40], [-2.47, -0.01, 2.61], [-6.50, -1.11, -2.28], [-1.77, -2.41, -3.27], [-2.18, -2.26, -0.56], [-4.06, 0.45, -0.93], [2.44, 2.25, 0.85], [-4.10, 1.88, -2.96], [1.30, -2.44, -0.70], [-2.70, -1.59, 0.70], [-0.05, 3.06, 0.33], [-5.81, -1.93, -4.00], [4.99, -1.52, -1.83], [-6.28, -0.77, -1.00], [-5.16, -3.45, 0.19], [-2.10, 1.05, 3.07], [1.92, -1.13, -2.18], [-1.00, -2.03, -2.59], [5.87, 0.30, 2.35], [4.22, 0.09, -0.05], [-2.88, -1.01, 3.39], [5.34, -1.37, -0.81], [-3.07, 2.48, 0.72], [-0.15, 4.39, 0.82], [2.79, 2.24, 2.08], [5.53, 2.17, -3.13], [5.75, -3.49, -0.50], [4.97, 0.28, 2.96], [6.39, 1.84, -1.63], [0.00, 4.46, 2.33], [4.27, 1.29, -1.61], [-2.82, 0.22, -3.15], [0.32, -4.12, 0.15], [-4.86, -0.54, -0.51], [0.70, 0.72, -3.07], [4.16, -2.97, 0.07], [-2.17, 1.02, -0.26], [1.12, 0.51, 2.49], [2.32, 1.15, 2.86], [-4.85, -4.27, 0.83], [-2.95, -0.73, 4.79], [-1.63, -1.43, -1.44], [6.21, -0.73, 2.22], [-2.33, -0.38, 1.14], [-4.56, -1.78, -2.74], [-4.62, -1.80, 1.07], [-6.24, -3.41, 0.13], [-0.43, -1.22, -3.04], [-2.01, -0.34, 5.16], [1.25, -3.91, -0.37], [5.21, -2.67, -0.02], [5.98, 0.52, -2.73], [5.62, 1.46, -2.31], [-2.84, 1.39, -4.48], [1.09, 0.75, -0.11], [6.38, -1.04, -0.86], [-0.73, 3.81, 2.81], [-7.20, -0.78, -0.23], [-3.74, -0.01, 5.00], [0.32, 0.98, 2.89], [1.01, 4.16, 2.64], [-0.36, -2.85, -2.29], [5.26, 2.00, 1.18], [3.52, 0.93, -2.31], [-5.42, -1.30, -3.21], [5.59, -2.58, 1.00], [2.44, 1.33, 3.84], [-3.34, 3.22, -0.04], [0.60, 5.02, 0.34], [-3.97, 2.14, 1.22], [0.87, 2.76, 0.52], [3.90, 2.24, -1.23], [3.50, 3.06, 2.69], [2.01, -2.09, -1.81], [-2.00, 1.78, -2.98], [0.73, -1.61, 0.01], [5.61, 0.99, 1.01], [-1.13, 4.76, 0.52], [-0.15, 5.49, 2.68], [1.32, -4.55, -1.26], [2.41, -2.79, -2.39], [-3.18, -1.68, 5.26], [-4.73, 1.47, -1.85], [1.14, -0.46, 2.78], [-4.71, -3.58, -0.79], [-2.38, 2.92, 1.43]],
  "nbo_charge": [-0.61, 0.19, -0.57, 0.24, 0.19, 0.20, -0.27, 0.76, -0.51, 0.17, 0.75, -0.38, -0.87, -0.52, 0.70, -0.27, -0.78, 0.20, 0.21, 0.78, -0.97, -0.61, 0.44, -0.29, -0.61, 0.90, -0.51, -0.74, -0.96, -0.06, 0.88, 0.21, 0.19, 0.22, 0.20, -0.65, -0.73, 0.19, 0.25, -0.43, -0.85, 0.20, 1.04, -0.68, -0.53, 0.24, -0.25, -0.52, 0.18, -0.43, 0.19, 0.99, 0.24, 0.26, 0.20, -0.72, -0.61, 0.19, -0.61, 0.20, 0.84, 0.20, 0.20, -0.57, 0.19, 0.36, 0.23, 0.18, 0.25, 0.24, -0.26, 0.20, 0.36, 0.23, 0.17, 0.22, 0.50, 0.25, -0.74, -0.85, 0.23, -0.68, -0.72, 0.16, 0.20, 0.21, 0.39, 0.19, 0.75, 0.36, 0.23, 0.25]
}


2 | {
  "formula": "C25H47As3BrKN3O12",
  "method": "wB97M-V/def2-TZVPD",
  "homo_energy_ev": -5.4,
  "gap_ev": 7.454,
  "total_charge": -1,
  "symbols": ["H", "C", "H", "H", "H", "H", "H", "H", "O", "C", "H", "H", "C", "H", "C", "C", "H", "O", "C", "H", "N", "H", "H", "C", "As", "H", "H", "C", "H", "K", "H", "H", "H", "C", "H", "O", "C", "H", "H", "C", "O", "H", "H", "H", "O", "O", "C", "C", "H", "O", "C", "H", "C", "C", "H", "C", "H", "H", "O", "N", "O", "Br", "H", "H", "C", "C", "O", "H", "C", "As", "C", "H", "H", "C", "As", "H", "H", "N", "H", "H", "H", "H", "H", "H", "H", "C", "C", "O", "H", "C", "H", "O"],
  "positions_angstrom": [[-3.53, -1.97, -6.06], [1.27, 0.40, -4.47], [1.17, -2.85, 2.06], [4.61, -1.15, 0.10], [1.00, -1.68, -3.02], [0.41, 1.49, 6.58], [-2.07, 2.05, 6.56], [5.20, -0.18, 1.45], [2.28, -0.24, -3.82], [1.08, -2.97, -0.08], [0.81, -2.53, 6.38], [0.66, 2.80, -3.36], [-1.10, -0.12, -4.80], [-4.32, 3.57, -4.34], [4.48, -0.93, 1.15], [-2.64, -0.10, -2.62], [0.04, -2.33, 4.80], [-2.75, -1.63, -0.89], [0.70, 2.54, -2.30], [-0.62, 3.07, 3.30], [-0.70, 3.64, 1.37], [1.44, -1.80, -5.70], [-3.72, -3.43, -0.68], [-2.25, -1.40, -2.10], [-3.07, 0.00, -4.51], [1.73, 2.52, -1.96], [2.20, -1.01, -1.91], [0.81, -3.54, 1.30], [-3.91, 4.42, -2.84], [-0.85, -0.13, 1.35], [1.80, -0.29, 6.24], [2.71, -2.12, -3.22], [4.64, -1.83, 1.74], [-1.60, 1.38, 5.83], [-0.50, -1.90, -0.20], [2.40, -0.79, 2.34], [-1.01, -0.37, -6.25], [2.15, -2.79, -0.21], [2.01, 2.87, 4.23], [-2.75, -2.98, -0.42], [-1.85, 3.15, -3.41], [-0.25, -3.69, 1.46], [2.67, 1.81, 3.01], [-2.13, 1.47, 4.88], [-3.84, 2.36, -2.75], [-1.94, 2.51, -0.11], [2.33, 1.84, 4.05], [-3.60, -1.86, -4.98], [0.15, 3.28, -1.73], [1.57, 1.15, -5.37], [3.08, -0.39, 1.41], [0.60, -3.13, -6.53], [2.03, -1.32, -2.95], [0.38, -1.80, 5.69], [-0.50, -1.36, 6.16], [1.41, -0.75, 5.32], [-1.73, 0.35, 6.18], [-1.96, -3.55, -0.90], [0.44, -1.73, -0.28], [-0.01, 3.45, 2.57], [0.02, 1.65, 0.50], [-2.31, -1.96, 3.02], [2.24, -1.23, 4.80], [3.86, 0.50, 4.77], [3.49, 1.50, 4.97], [0.46, -2.22, -5.95], [-1.61, -2.23, -2.73], [-4.64, -2.00, -4.69], [-1.99, 1.04, -2.30], [-0.12, 0.79, -1.98], [-4.42, 3.54, -3.26], [-0.02, 2.78, 5.46], [3.23, 0.80, -0.24], [-0.13, 1.71, 5.65], [0.71, 0.68, 4.14], [4.31, 2.21, 4.85], [-1.57, 4.17, 1.43], [2.70, 0.58, 0.58], [0.36, 4.35, 2.88], [-2.65, -2.96, 0.66], [0.76, -3.69, -0.86], [-2.99, -2.63, -4.50], [1.79, 1.02, 0.68], [-0.09, -2.45, -5.03], [-5.46, 3.52, -2.96], [-0.10, 0.23, -3.98], [-0.89, 2.53, 0.54], [-0.25, -1.33, -6.78], [1.32, -4.50, 1.42], [-2.49, 2.29, -2.87], [3.18, 1.55, 6.02], [-1.74, 0.27, -6.99]],
  "nbo_charge": [0.24, 0.74, 0.24, 0.21, 0.22, 0.20, 0.19, 0.23, -0.53, -0.06, 0.19, 0.25, -0.42, 0.19, -0.71, -0.42, 0.24, -0.51, -0.95, 0.34, -0.51, 0.19, 0.19, 0.76, 1.02, 0.21, 0.20, -0.65, 0.20, 0.87, 0.19, 0.18, 0.23, -0.62, 0.47, -0.65, 0.76, 0.16, 0.20, -0.31, -0.60, 0.23, 0.22, 0.21, -0.50, -0.74, -0.70, -0.97, 0.25, -0.57, 0.69, 0.19, -0.28, -0.62, 0.20, -0.71, 0.21, 0.19, -0.74, -0.65, -0.86, -0.93, 0.22, 0.21, -0.62, -0.27, -0.65, 0.23, -0.32, 1.03, -0.26, 0.19, 0.39, -0.73, 0.91, 0.20, 0.36, -0.83, 0.35, 0.25, 0.16, 0.24, 0.45, 0.21, 0.19, -0.36, 0.86, -0.49, 0.20, 0.75, 0.19, -0.58]
}


1 is favored, and the nearest alternative lies 0.343 eV above it.